1.
20
Properties=species:S:1:pos:R:3:lowdin_charge:R:1 method="wB97M-V/def2-TZVPD" e_tot_ha=-949.69554 e_above_lowest_kcal_mol=107.89 largest_force_ev_per_a=4.62 charge=0 homo_lumo_gap_ev=10.0726 molar_mass_g_mol=179.2 e_homo_ev=-9.473 lumo_ev=0.600 smiles="CC1=C[N@+](C)(S(=O)(=O)[O-])OC1"
H 2.823 -1.966 0.357 0.09
H -2.294 1.800 0.491 0.08
C -0.273 0.010 -1.436 -0.08
H 1.787 -2.001 1.671 0.13
C 1.780 -1.962 0.571 0.01
N 1.303 -0.706 0.078 -0.31
O 2.041 1.733 -0.457 -0.24
O 3.194 0.624 1.251 -0.24
O 0.885 -0.869 -1.257 -0.05
H -1.600 2.082 -0.913 0.08
H -1.051 -0.605 -1.838 0.13
C 0.288 0.005 0.770 0.00
C -0.565 0.606 -0.104 -0.22
C -1.358 1.782 0.053 -0.01
H 0.475 0.180 1.792 0.14
O 3.498 -0.114 -1.044 -0.24
H -0.005 0.749 -2.202 0.14
H 1.254 -2.673 0.031 0.09
H -0.721 2.513 0.382 0.08
S 2.772 0.598 -0.077 0.44

2.
20
Properties=species:S:1:pos:R:3:lowdin_charge:R:1 method="wB97M-V/def2-TZVPD" e_tot_ha=-626.78025 e_above_lowest_kcal_mol=55.13 largest_force_ev_per_a=4.46 charge=0 homo_lumo_gap_ev=10.1239 molar_mass_g_mol=163.1 e_homo_ev=-9.417 lumo_ev=0.707
O -0.617 -2.250 -0.803 0.11
H 1.919 1.258 0.464 0.15
H -1.408 -2.591 -0.551 0.05
C -1.613 -0.159 -0.127 -0.24
H -0.335 2.544 0.754 0.12
O -0.330 -1.598 1.398 0.03
O -1.381 1.185 -0.011 0.01
H 0.833 0.458 1.550 0.13
H -4.634 -0.578 0.072 0.11
H 0.086 2.305 -0.925 0.14
H 0.667 -0.285 -1.375 0.17
H 1.670 -2.128 0.115 0.09
C -0.105 1.808 0.044 -0.15
C 0.885 0.822 0.523 -0.09
N -2.740 -0.698 -0.013 0.07
C -0.433 -1.152 0.000 -0.47
O 1.938 -1.234 -0.031 0.03
O -3.902 0.082 0.080 -0.02
C 0.835 -0.439 -0.331 -0.33
H 0.647 -1.749 1.467 0.10

3.
17
Properties=species:S:1:pos:R:3:lowdin_charge:R:1 method="wB97M-V/def2-TZVPD" e_tot_ha=-724.04954 e_above_lowest_kcal_mol=44.09 largest_force_ev_per_a=2.94 charge=0 homo_lumo_gap_ev=9.3553 molar_mass_g_mol=131.2 e_homo_ev=-8.501 lumo_ev=0.855 smiles=N[C@@]12CO[C@@H]1CSC2
H 1.019 1.556 -2.012 0.13
C 0.458 0.716 -1.543 -0.06
N -0.079 2.309 0.454 0.06
H -2.073 0.322 -0.642 0.06
C 1.129 0.075 0.349 -0.32
C -1.428 0.243 0.200 -0.41
H 1.945 0.587 0.828 0.14
C -0.099 0.963 -0.089 -0.49
H 1.214 -2.117 0.654 0.10
C 0.676 -1.177 1.012 -0.38
H -0.157 0.159 -2.159 0.08
H 0.886 2.710 0.475 0.10
S -1.000 -1.509 0.327 0.86
H 0.540 -1.231 2.088 0.07
H -0.681 2.929 -0.082 0.08
H -1.930 0.643 1.119 0.10
O 1.421 -0.312 -1.032 -0.13

4.
17
Properties=species:S:1:pos:R:3:lowdin_charge:R:1 method="wB97M-V/def2-TZVPD" e_tot_ha=-723.91385 e_above_lowest_kcal_mol=129.24 largest_force_ev_per_a=4.70 charge=0 homo_lumo_gap_ev=8.2850 molar_mass_g_mol=131.2 e_homo_ev=-7.767 lumo_ev=0.518 smiles="CC=[S@@]1(=O)C=NCC1"
S -0.095 0.258 -0.027 0.84
H 2.532 -0.716 -1.383 0.15
C -2.702 0.620 0.031 -0.24
C -1.585 -0.081 0.636 -0.41
N 2.520 0.500 0.147 0.00
C 0.847 -1.249 -0.052 -0.25
H 1.525 2.239 0.770 0.13
H -2.322 1.242 -0.897 0.10
C 2.279 -0.818 -0.286 -0.27
H 2.993 -1.616 0.017 0.13
H -3.379 1.232 0.688 0.08
H -1.405 0.099 1.785 0.10
H 0.370 -1.856 -0.763 0.09
H -3.471 0.000 -0.465 0.06
C 1.524 1.164 0.348 -0.21
O -0.346 0.775 -1.402 -0.41
H 0.715 -1.794 0.855 0.10

5.
17
Properties=species:S:1:pos:R:3:lowdin_charge:R:1 method="wB97M-V/def2-TZVPD" e_tot_ha=-723.87773 e_above_lowest_kcal_mol=151.90 largest_force_ev_per_a=6.20 charge=0 homo_lumo_gap_ev=8.5357 molar_mass_g_mol=131.2 e_homo_ev=-8.671 lumo_ev=-0.135 smiles="S=CNOCC1CC1"
H 2.940 0.627 1.207 0.23
C -1.566 -0.811 -0.484 -0.25
O 1.494 -0.449 0.493 -0.21
C -0.600 0.196 -0.684 -0.41
C 0.818 -0.287 -0.730 -0.20
C -1.491 -0.225 -1.848 -0.10
S -0.520 0.303 2.479 0.65
H -1.239 -1.768 0.061 0.13
H -2.652 -0.578 -0.055 0.14
H 1.482 0.278 -1.254 0.09
H -1.035 -0.688 -2.733 0.10
H -0.605 1.163 0.009 0.14
H -2.276 0.636 -2.004 0.14
H 0.644 -1.322 -1.197 0.16
N 1.732 0.741 1.109 -0.14
C 1.108 0.776 2.391 -0.60
H 1.769 1.408 3.239 0.13

6.
17
Properties=species:S:1:pos:R:3:lowdin_charge:R:1 method="wB97M-V/def2-TZVPD" e_tot_ha=-723.97676 e_above_lowest_kcal_mol=89.76 largest_force_ev_per_a=5.52 charge=0 homo_lumo_gap_ev=9.5754 molar_mass_g_mol=131.2 e_homo_ev=-8.955 lumo_ev=0.621 smiles=N[C@@]12CO[C@@H]1CSC2
H -0.772 -2.096 -0.389 0.14
S 2.373 -0.825 -0.252 0.75
H 1.203 1.147 -0.962 0.10
C 1.346 -0.252 1.378 -0.29
N -1.350 -1.213 -0.781 0.06
O -0.469 1.313 1.098 -0.05
H -0.962 -0.683 1.597 0.20
H -1.277 -1.155 -1.793 0.05
H -0.919 1.835 -1.004 0.11
H 0.759 -0.357 -2.191 0.11
H 1.364 -0.854 2.228 0.05
H 1.852 0.670 1.587 0.07
C -0.098 -0.021 1.149 -0.39
C 0.878 0.045 -1.100 -0.38
C -1.178 1.183 -0.178 -0.10
C -0.442 -0.078 -0.297 -0.58
H -2.308 1.342 -0.090 0.15

7.
17
Properties=species:S:1:pos:R:3:lowdin_charge:R:1 method="wB97M-V/def2-TZVPD" e_tot_ha=-723.96001 e_above_lowest_kcal_mol=100.27 largest_force_ev_per_a=4.47 charge=0 homo_lumo_gap_ev=8.7647 molar_mass_g_mol=131.2 e_homo_ev=-8.089 lumo_ev=0.676
H -0.055 0.605 4.003 0.04
C -0.309 -1.310 -0.684 -0.48
O 1.472 0.388 1.183 0.14
C 0.984 -0.084 -2.152 -0.10
H -1.863 1.226 -1.563 0.10
N -0.204 -0.102 -1.291 -0.35
H 1.698 0.584 -1.715 0.06
H 0.291 -1.128 3.328 0.07
S -1.616 -1.487 0.448 0.70
H -1.197 -2.712 0.705 -0.15
H -0.281 2.024 -1.248 0.07
C 0.745 0.253 2.083 -0.31
C -0.893 1.196 -0.993 -0.06
C 0.339 -0.051 3.291 0.01
H -1.149 1.188 0.101 0.07
H 0.596 0.440 -3.155 0.13
H 1.441 -1.028 -2.341 0.06

8.
16
Properties=species:S:1:pos:R:3:lowdin_charge:R:1 method="wB97M-V/def2-TZVPD" e_tot_ha=-648.36701 e_above_lowest_kcal_mol=305.06 largest_force_ev_per_a=7.06 charge=0 homo_lumo_gap_ev=7.5399 molar_mass_g_mol=115.2 e_homo_ev=-8.709 lumo_ev=-1.169
S -0.386 2.649 -0.270 0.53
N -0.639 -0.051 0.233 -0.11
C 0.401 -0.743 -0.641 -0.24
H 2.109 -2.040 -0.626 0.05
H 1.881 -4.007 0.410 0.17
H -2.313 1.033 0.060 0.09
C 1.216 -2.414 1.160 -0.10
C 1.654 -1.232 -0.061 -0.25
H -0.448 -2.436 1.545 0.18
C -0.903 -1.502 -0.177 -0.06
H 2.125 -1.614 2.236 0.15
C -1.195 1.145 -0.179 -0.68
H -0.897 -2.182 0.771 0.00
H 2.340 -0.562 0.211 0.04
H -1.624 -1.621 -0.918 0.08
H 0.433 -0.115 -1.612 0.16

9.
16
Properties=species:S:1:pos:R:3:lowdin_charge:R:1 method="wB97M-V/def2-TZVPD" e_tot_ha=-648.76740 e_above_lowest_kcal_mol=53.81 largest_force_ev_per_a=4.68 charge=0 homo_lumo_gap_ev=9.5131 molar_mass_g_mol=115.2 e_homo_ev=-8.655 lumo_ev=0.858
C -0.378 0.892 0.467 -0.44
C -0.683 -0.304 1.347 -0.27
H -0.799 -2.058 0.386 0.11
C -0.532 0.352 -0.922 -0.49
H 1.059 -1.392 -1.419 0.15
H -2.494 0.599 -1.737 0.15
H -1.777 -1.008 -1.945 0.10
S 1.562 0.785 0.199 0.83
N -1.854 -0.221 -1.224 0.00
C 0.617 -0.718 -0.548 -0.45
H 0.607 -2.170 1.313 0.15
H -0.130 -0.310 2.385 0.14
H -0.240 0.911 -1.763 0.10
C 0.055 -1.396 0.634 -0.32
H -1.795 -0.357 1.489 0.12
H -0.919 1.822 0.813 0.13

10.
17
Properties=species:S:1:pos:R:3:lowdin_charge:R:1 method="wB97M-V/def2-TZVPD" e_tot_ha=-1046.84178 e_above_lowest_kcal_mol=129.61 largest_force_ev_per_a=9.36 charge=0 homo_lumo_gap_ev=8.2656 molar_mass_g_mol=147.3 e_homo_ev=-8.262 lumo_ev=0.004 smiles="C[C@@H]1CN1C(=S)CS"
C 0.561 0.860 -0.162 -0.75
C -0.085 -1.571 0.055 -0.11
H -2.092 0.517 1.145 0.08
S -0.554 2.217 -0.227 0.60
H -0.089 -1.490 1.140 0.12
C -1.147 -0.781 -0.532 -0.40
H 1.916 1.219 1.466 0.12
C -2.437 -0.263 0.264 -0.10
H 2.103 2.456 0.029 0.14
S 3.031 -0.171 -0.098 0.66
N 0.097 -0.349 -0.557 -0.15
H 3.624 0.582 -1.291 -0.02
H -1.704 -0.944 -1.602 0.19
C 1.978 1.223 0.227 -0.68
H 0.608 -2.523 -0.169 0.16
H -3.010 0.408 -0.246 -0.01
H -2.801 -1.389 0.558 0.13

11.
15
Properties=species:S:1:pos:R:3:lowdin_charge:R:1 method="wB97M-V/def2-TZVPD" e_tot_ha=-270.91473 e_above_lowest_kcal_mol=120.44 largest_force_ev_per_a=8.15 charge=-1 homo_lumo_gap_ev=4.5748 molar_mass_g_mol=85.1 e_homo_ev=-2.223 lumo_ev=2.352
C 0.072 1.183 0.746 -0.11
O -0.232 4.083 1.431 -0.66
H 0.327 -3.447 0.157 0.07
C 0.111 0.034 -0.208 -0.27
H -0.159 2.105 0.320 0.00
C 0.510 -1.226 0.414 -0.15
H -0.401 0.234 -1.167 0.11
H -0.665 -3.338 -2.007 0.05
H 1.139 -0.486 -0.500 0.14
H 1.103 1.231 1.189 0.10
H -0.790 -1.475 -1.985 0.02
C 0.160 -2.422 -0.181 -0.21
C -0.442 -2.363 -1.493 0.04
H -0.724 0.939 1.442 0.08
H -0.010 4.948 1.843 -0.21

12.
15
Properties=species:S:1:pos:R:3:lowdin_charge:R:1 method="wB97M-V/def2-TZVPD" e_tot_ha=-271.08260 e_above_lowest_kcal_mol=15.10 largest_force_ev_per_a=2.08 charge=-1 homo_lumo_gap_ev=6.1666 molar_mass_g_mol=85.1 e_homo_ev=-2.298 lumo_ev=3.869 smiles="C=CCCC[O-]"
H 0.470 -0.650 1.762 0.07
H 2.058 0.788 0.040 0.08
H -0.392 1.280 -1.212 0.10
O 1.286 1.048 2.773 -0.34
C -0.900 -0.706 -0.580 -0.22
H -0.526 0.773 1.908 0.08
H -2.111 -2.310 -1.325 0.03
C -1.244 -1.677 -1.429 -0.03
H -0.670 -1.627 -2.354 0.04
C 0.572 0.473 1.838 -0.60
H -1.347 -0.600 0.396 0.08
H 0.931 1.934 0.422 0.08
H 0.785 0.083 -1.681 0.09
C 1.000 0.833 0.318 -0.20
C 0.088 0.358 -0.876 -0.24

13.
15
Properties=species:S:1:pos:R:3:lowdin_charge:R:1 method="wB97M-V/def2-TZVPD" e_tot_ha=-270.82016 e_above_lowest_kcal_mol=10.35 largest_force_ev_per_a=1.57 charge=+1 homo_lumo_gap_ev=12.1762 molar_mass_g_mol=85.1 e_homo_ev=-16.654 lumo_ev=-4.478
H 2.608 -0.648 -0.522 0.15
O 1.126 0.305 0.600 -0.03
H -1.075 -1.069 -1.035 0.14
H 1.048 1.056 -1.581 0.17
C -0.825 -0.009 -0.965 -0.11
C 0.640 0.201 -1.061 0.06
C 1.537 -0.708 -0.343 -0.03
H -1.364 0.534 -1.742 0.14
H 1.190 -1.711 -0.108 0.15
C -0.080 0.056 1.331 -0.11
H -1.227 1.625 0.410 0.13
C -1.216 0.534 0.430 -0.10
H -2.196 0.186 0.754 0.14
H 0.007 0.653 2.240 0.15
H -0.174 -1.003 1.593 0.15

14.
17
Properties=species:S:1:pos:R:3:lowdin_charge:R:1 method="wB97M-V/def2-TZVPD" e_tot_ha=-687.68064 e_above_lowest_kcal_mol=49.45 largest_force_ev_per_a=3.77 charge=0 homo_lumo_gap_ev=9.3174 molar_mass_g_mol=132.1 e_homo_ev=-8.504 lumo_ev=0.813 smiles="C[P@@]1(=O)C[C@@H]1/C=C/O"
H -2.479 0.282 -1.520 0.13
O 1.109 -2.064 0.011 -0.36
C -1.531 0.012 0.278 -0.15
H -3.830 -1.025 0.602 0.12
H 2.566 0.985 -1.380 0.01
C 2.726 0.004 -1.062 -0.16
H 2.894 -0.657 -1.980 0.08
C -0.169 0.545 0.077 -0.38
H 1.287 1.439 1.554 0.09
H -0.172 1.659 -0.289 0.15
O -3.848 -0.407 -0.161 0.02
P 1.247 -0.596 -0.119 0.67
H 3.547 -0.047 -0.369 0.04
C 0.806 0.429 1.345 -0.20
H -1.923 -0.467 1.258 0.14
C -2.624 -0.009 -0.479 -0.27
H 0.393 -0.083 2.232 0.08

15.
17
Properties=species:S:1:pos:R:3:lowdin_charge:R:1 method="wB97M-V/def2-TZVPD" e_tot_ha=-744.32771 e_above_lowest_kcal_mol=117.20 largest_force_ev_per_a=2.79 multiplicity=2 charge=0 homo_lumo_gap_ev="4.1273 / 4.1232" s_squared=0.75 molar_mass_g_mol=133.2 e_homo_ev="-8.307 / -8.306" lumo_ev="-4.180 / -4.183"
C 0.722 3.242 1.587 -0.61
H -1.914 0.702 0.271 0.08
C 0.233 0.068 -1.118 0.20
H 1.018 -0.452 -1.656 0.08
H 1.138 3.228 0.573 0.02
O 0.613 -4.369 -2.418 0.00
S 0.941 4.910 2.189 0.56
H -0.348 0.925 -1.440 0.09
C -0.441 -0.729 -0.194 -0.20
C -1.464 -0.233 0.590 0.17
O 0.174 -3.889 -0.245 -0.04
C 0.313 -3.675 -1.464 -0.63
H -0.123 -1.760 -0.063 0.06
H -2.025 -0.837 1.287 0.09
H 1.255 2.490 2.166 0.02
H 0.228 -2.539 -1.606 0.09
H -0.319 2.919 1.540 0.00

16.
18
Properties=species:S:1:pos:R:3:lowdin_charge:R:1 method="wB97M-V/def2-TZVPD" e_tot_ha=-496.72765 e_above_lowest_kcal_mol=52.98 largest_force_ev_per_a=6.94 multiplicity=2 charge=0 homo_lumo_gap_ev="5.2551 / 9.3265" s_squared=0.75 molar_mass_g_mol=133.1 e_homo_ev="-5.937 / -9.939" lumo_ev="-0.682 / -0.612"
H -1.249 -1.247 1.483 0.13
H -1.397 1.816 1.557 0.13
H -3.612 2.608 0.992 0.09
C -1.827 0.814 1.740 -0.23
C -3.975 1.593 1.230 -0.12
O 2.479 -0.429 0.253 0.09
H 0.018 -0.168 2.141 0.13
C 3.218 0.425 -0.208 -0.28
O -2.987 0.627 0.975 -0.18
H -2.060 0.742 2.819 0.13
H -4.288 1.572 2.289 0.09
C 0.601 -1.004 -0.340 -0.12
H 0.617 -1.965 0.185 0.08
C -0.801 -0.243 1.412 -0.19
H -4.839 1.366 0.595 0.09
O 3.949 1.306 0.035 0.20
O -0.258 -0.057 0.113 -0.14
H 0.756 -0.925 -1.418 0.08

17.
19
Properties=species:S:1:pos:R:3:lowdin_charge:R:1 method="wB97M-V/def2-TZVPD" e_tot_ha=-571.78032 e_above_lowest_kcal_mol=108.31 largest_force_ev_per_a=6.04 multiplicity=2 charge=0 homo_lumo_gap_ev="5.9267 / 7.9769" s_squared=0.75 molar_mass_g_mol=149.1 e_homo_ev="-7.026 / -9.063" lumo_ev="-1.099 / -1.086"
O -0.450 0.391 1.835 -0.04
C 0.760 -1.013 -1.065 0.04
H -2.153 2.106 1.037 0.11
H 1.727 -1.378 -1.367 0.17
C -1.340 1.890 0.291 -0.01
H -0.573 2.667 0.420 0.09
O 1.337 -0.913 0.888 -0.18
H -2.947 -1.252 -1.159 0.13
O -2.274 -0.563 -1.017 0.04
H -1.726 2.045 -0.731 0.08
H -0.182 -1.858 0.150 0.09
C -0.725 0.479 0.423 -0.50
H 0.399 0.940 -1.528 0.18
C 0.418 0.330 -0.617 -0.21
O -0.118 -1.974 -0.781 0.06
O 1.544 0.431 0.281 -0.11
C -1.800 -0.518 0.216 -0.18
H 0.537 0.171 1.833 0.09
H -2.395 -0.832 1.091 0.15

18.
20
Properties=species:S:1:pos:R:3:lowdin_charge:R:1 method="wB97M-V/def2-TZVPD" e_tot_ha=-691.14332 e_above_lowest_kcal_mol=0.00 largest_force_ev_per_a=5.77 multiplicity=4 charge=0 homo_lumo_gap_ev="7.0973 / 3.1902" s_squared=3.75 molar_mass_g_mol=344.2 e_homo_ev="-7.751 / -7.594" lumo_ev="-0.654 / -4.404"
O -1.731 -0.380 -0.683 0.07
Pt 0.222 -0.806 2.333 0.95
H -1.450 -1.238 -1.032 0.10
H 2.550 -2.995 -0.188 0.10
O -1.925 4.093 -1.408 0.02
O -0.031 2.904 -1.158 -0.04
H 2.666 -1.720 1.033 0.08
O 0.151 -0.716 0.514 -0.48
H 0.306 -2.222 -0.876 0.14
C 0.978 -1.559 -0.312 -0.23
C 1.961 -2.370 0.495 -0.10
C -1.197 3.252 -0.871 -0.76
H 0.098 0.631 -1.024 0.16
O -1.864 2.412 0.023 0.00
C -0.636 0.342 -0.263 -0.29
H 1.509 -0.931 -1.042 0.15
H -0.197 1.886 1.147 0.13
H -1.778 1.027 1.436 0.13
H 1.457 -3.055 1.194 0.07
C -1.090 1.444 0.683 -0.19

19.
20
Properties=species:S:1:pos:R:3:lowdin_charge:R:1 method="wB97M-V/def2-TZVPD" e_tot_ha=-647.05685 e_above_lowest_kcal_mol=17.10 largest_force_ev_per_a=1.89 multiplicity=2 charge=0 homo_lumo_gap_ev="8.2390 / 10.1226" s_squared=0.75 molar_mass_g_mol=165.1 e_homo_ev="-7.794 / -10.112" lumo_ev="0.445 / 0.011"
H 2.268 -0.304 0.871 0.11
H 0.191 -1.621 1.866 0.14
O 0.079 2.064 -1.862 0.16
H 2.202 0.069 -0.898 0.10
O 0.067 -1.106 -1.480 -0.06
O 0.207 -3.110 0.437 -0.04
O -1.405 -0.994 -1.640 0.00
C 0.362 -0.742 -0.130 -0.44
H 2.301 -1.632 -0.359 0.10
H -1.301 -1.753 0.842 0.13
H -0.066 -3.758 1.109 0.11
H -1.458 -0.234 -2.253 0.11
C 0.068 1.636 -0.767 -0.10
C 1.899 -0.638 -0.113 0.02
O 0.116 1.092 1.585 -0.09
C -0.306 0.644 0.284 -0.23
H 0.104 2.881 0.761 0.05
H -1.384 0.421 0.252 0.16
O 0.194 2.539 1.663 -0.01
C -0.199 -1.837 0.852 -0.19

20.
15
Properties=species:S:1:pos:R:3:lowdin_charge:R:1 method="wB97M-V/def2-TZVPD" e_tot_ha=-537.16723 e_above_lowest_kcal_mol=28.93 largest_force_ev_per_a=4.79 charge=0 homo_lumo_gap_ev=8.9727 molar_mass_g_mol=100.1 e_homo_ev=-8.718 lumo_ev=0.255
H -1.766 -0.293 2.163 0.07
H 1.528 1.598 -1.143 0.02
P -2.145 0.820 -0.475 0.84
C 0.509 -0.163 -0.508 -0.36
H 1.761 0.280 -2.254 0.10
C -0.820 0.226 0.367 -0.67
H 0.083 1.248 -2.173 0.08
C -0.713 -0.093 1.801 -0.17
C 0.999 0.840 -1.569 -0.10
H 1.889 -1.691 -1.116 0.06
H 0.910 -2.068 0.374 0.06
H -3.064 0.587 0.656 -0.12
H -0.357 0.922 2.294 0.13
H 0.013 -0.891 1.971 0.06
C 1.172 -1.322 -0.387 0.01